{"formula": "C46H55HfN3O6SSe", "method": "ωB97M-V/def2-TZVPD", "molar_mass_g_mol": 1035.5, "charge": -2, "e_above_lowest_kcal_mol": 10.7, "multiplicity": 1, "gap_ev": 4.81, "species": ["Hf", "C", "C", "C", "C", "C", "C", "C", "Se", "C", "C", "C", "C", "C", "C", "O", "C", "C", "C", "C", "C", "C", "C", "C", "C", "O", "C", "C", "C", "C", "C", "C", "H", "H", "H", "H", "H", "H", "H", "H", "H", "H", "H", "H", "H", "H", "H", "H", "H", "H", "H", "H", "H", "H", "H", "H", "H", "H", "H", "H", "H", "H", "H", "H", "H", "H", "H", "H", "H", "H", "H", "H", "C", "C", "N", "C", "C", "N", "C", "O", "O", "C", "O", "O", "H", "H", "H", "H", "H", "N", "C", "C", "C", "C", "C", "C", "H", "H", "H", "H", "H", "S", "C", "C", "C", "C", "C", "C", "H", "H", "H", "H", "H"], "xyz": [[-0.494415, 0.075635, -0.019407], [4.069288, -3.224163, 5.377009], [2.678927, -2.877573, 5.910517], [2.035335, -4.168378, 6.437460], [2.850837, -1.892258, 7.075847], [1.788593, -2.263191, 4.831567], [2.203657, -2.051027, 3.525731], [1.343032, -1.514925, 2.583154], [1.984023, -1.178649, 0.806013], [1.633512, -2.893909, 0.033571], [2.529037, -3.935077, 0.191701], [2.269439, -5.186715, -0.350030], [1.080514, -5.315151, -1.066163], [0.151321, -4.299564, -1.263092], [0.417211, -3.022429, -0.684368], [-0.400597, -2.019371, -0.763249], [-1.087399, -4.647649, -2.108612], [-0.631375, -5.018115, -3.529549], [-2.124716, -3.527024, -2.235499], [-1.811573, -5.859965, -1.493763], [3.203718, -6.386017, -0.194058], [4.441359, -6.044206, 0.636946], [3.675633, -6.866684, -1.573802], [2.463980, -7.533272, 0.509204], [0.005227, -1.166665, 2.881643], [-0.801194, -0.741109, 1.948309], [-0.409680, -1.310264, 4.236583], [0.489509, -1.863321, 5.140819], [-1.754309, -0.821237, 4.809294], [-1.463568, 0.328125, 5.791935], [-2.751072, -0.268902, 3.786716], [-2.459370, -1.967844, 5.556295], [4.671936, -3.663441, 6.177473], [4.015489, -3.947373, 4.559344], [4.589442, -2.336006, 5.010442], [2.656958, -4.619410, 7.219397], [1.046974, -3.972465, 6.858756], [1.914020, -4.893120, 5.628830], [3.488065, -2.324715, 7.855318], [3.308707, -0.963868, 6.727291], [1.889821, -1.637730, 7.527793], [3.212563, -2.294888, 3.215090], [3.435513, -3.749667, 0.755914], [0.864736, -6.282163, -1.509714], [-0.118305, -4.177236, -3.998288], [0.054400, -5.869113, -3.522769], [-1.497313, -5.279449, -4.147972], [-1.711386, -2.628999, -2.687068], [-2.948532, -3.891530, -2.859733], [-2.527955, -3.240905, -1.264784], [-1.201978, -6.765805, -1.509345], [-2.081008, -5.658637, -0.453594], [-2.730195, -6.067601, -2.052762], [5.029926, -5.251439, 0.169192], [4.168304, -5.714777, 1.642472], [5.078732, -6.928182, 0.731978], [4.215390, -6.071026, -2.092246], [4.340214, -7.732422, -1.474716], [2.831111, -7.157982, -2.202207], [2.130237, -7.220688, 1.501377], [1.581871, -7.841645, -0.056160], [3.119068, -8.404798, 0.620349], [0.160746, -1.971251, 6.169369], [-0.999532, 1.164575, 5.263199], [-2.397238, 0.685547, 6.240003], [-0.793490, 0.015653, 6.596584], [-2.341930, 0.582379, 3.248224], [-3.051096, -1.016377, 3.055239], [-3.645007, 0.058357, 4.329221], [-1.889577, -2.324722, 6.416265], [-3.433945, -1.627590, 5.921271], [-2.622003, -2.818883, 4.889166], [-2.807668, -3.028893, 1.356880], [-3.437539, -1.868172, 0.675011], [-2.794873, -0.883903, 0.084847], [-3.732005, -0.069009, -0.468729], [-4.982003, -0.544534, -0.205392], [-4.768512, -1.693109, 0.518814], [-6.338668, -0.092893, -0.554052], [-6.421511, 1.001828, -1.275254], [-7.309630, -0.716497, -0.182768], [-3.219407, 1.117982, -1.204917], [-4.017270, 1.902129, -1.733185], [-1.956530, 1.179581, -1.195649], [-1.729785, -2.885710, 1.326531], [-3.063951, -3.958663, 0.845382], [-3.127103, -3.103700, 2.397257], [-5.509378, -2.283784, 0.858563], [-5.500737, 1.384506, -1.510578], [0.350675, 1.617272, 0.893280], [-0.155396, 2.487089, 1.772638], [-1.552380, 2.604784, 2.064890], [-2.056175, 3.489118, 3.002720], [-1.219861, 4.338874, 3.724290], [0.151025, 4.269892, 3.458619], [0.663650, 3.391844, 2.525801], [-2.257617, 1.969385, 1.535489], [-3.130057, 3.509789, 3.172618], [-1.616135, 5.030728, 4.459069], [0.835133, 4.920417, 3.998803], [1.732175, 3.351189, 2.338539], [1.173099, 0.438896, -2.130772], [0.095747, 0.026482, -3.468036], [0.208075, -1.197614, -4.137531], [-0.615270, -1.512592, -5.210908], [-1.581806, -0.613367, -5.642188], [-1.704857, 0.607661, -4.988056], [-0.875503, 0.926570, -3.924122], [0.958655, -1.900370, -3.788126], [-0.511280, -2.475078, -5.700394], [-2.237343, -0.863253, -6.468914], [-2.463556, 1.317091, -5.300916], [-0.988847, 1.868723, -3.403979]], "atomic_forces_ev_per_a": [[1.1, 0.1, 0.0], [0.0, 0.0, 0.0], [0.0, 0.0, 0.0], [0.0, 0.0, 0.0], [0.0, 0.0, 0.0], [0.0, 0.0, 0.0], [0.1, 0.0, 0.0], [0.0, 0.0, 0.0], [0.1, 0.0, 0.0], [-0.1, -0.1, 0.0], [0.1, 0.0, 0.0], [0.0, 0.0, 0.0], [0.0, 0.0, 0.0], [0.1, 0.0, 0.0], [0.0, 0.1, 0.0], [-0.1, -0.1, 0.1], [0.0, 0.0, 0.0], [0.0, 0.0, 0.0], [-0.1, 0.0, 0.0], [0.0, 0.0, 0.0], [0.0, 0.0, 0.0], [0.0, 0.0, 0.0], [0.0, 0.0, 0.0], [0.0, 0.0, 0.0], [0.0, 0.2, 0.0], [0.0, -0.3, -0.2], [0.0, 0.0, 0.0], [0.0, 0.0, 0.0], [0.0, 0.0, 0.0], [0.0, 0.0, 0.0], [-0.1, 0.0, 0.0], [0.0, 0.0, 0.0], [0.0, 0.0, 0.0], [0.0, 0.0, 0.0], [0.0, 0.0, 0.0], [0.0, 0.0, 0.0], [0.0, 0.0, 0.0], [0.0, 0.0, 0.0], [0.0, 0.0, 0.0], [0.0, 0.0, 0.0], [0.0, 0.0, 0.0], [0.0, 0.0, 0.0], [0.0, 0.0, 0.0], [0.0, 0.0, 0.0], [0.0, 0.0, 0.0], [0.0, 0.0, 0.0], [0.0, 0.0, 0.0], [0.0, 0.0, 0.0], [0.0, 0.0, 0.0], [0.0, 0.0, -0.1], [0.0, 0.0, 0.0], [0.0, 0.0, 0.0], [0.0, 0.0, 0.0], [0.0, 0.0, 0.0], [0.0, 0.0, 0.0], [0.0, 0.0, 0.0], [0.0, 0.0, 0.0], [0.0, 0.0, 0.0], [0.0, 0.0, 0.0], [0.0, 0.0, 0.0], [0.0, 0.0, 0.0], [0.0, 0.0, 0.0], [0.0, 0.0, 0.0], [0.0, 0.0, 0.0], [0.0, 0.0, 0.0], [0.0, 0.0, 0.0], [0.0, -0.1, 0.1], [0.0, 0.0, 0.0], [0.0, 0.0, 0.0], [0.0, 0.0, 0.0], [0.0, 0.0, 0.0], [0.0, 0.0, 0.0], [0.0, 0.0, 0.0], [0.1, -0.1, 0.0], [0.1, 0.2, 0.2], [0.1, 0.1, 0.0], [0.0, 0.0, -0.1], [-0.1, -0.1, 0.0], [0.2, 0.0, 0.0], [0.2, 0.2, -0.2], [-0.2, -0.2, 0.1], [0.0, -0.3, 0.2], [-0.1, 0.1, -0.2], [0.0, 0.5, -0.1], [0.0, 0.0, 0.0], [0.0, 0.0, 0.0], [0.0, 0.0, 0.0], [0.0, 0.0, 0.0], [-0.1, 0.0, 0.1], [-1.0, -0.3, -0.2], [0.3, 0.1, 0.1], [0.0, 0.2, 0.1], [0.0, 0.0, 0.0], [0.0, 0.0, 0.0], [0.0, 0.0, 0.0], [0.0, -0.1, 0.0], [0.0, 0.0, -0.1], [0.0, 0.0, 0.0], [0.0, 0.0, 0.0], [0.0, 0.0, 0.0], [0.0, 0.0, 0.0], [-0.3, 0.0, 0.1], [0.1, -0.1, -0.1], [0.1, 0.0, 0.0], [0.0, 0.0, 0.0], [0.0, 0.0, 0.0], [0.0, 0.0, 0.0], [0.0, 0.0, 0.0], [-0.1, 0.0, 0.0], [0.0, 0.0, 0.0], [0.0, 0.0, 0.0], [0.0, 0.0, 0.0], [0.0, 0.0, 0.0]], "lowdin_charge": [1.36, -0.08, -0.56, -0.06, -0.06, -0.19, -0.07, -0.38, 1.11, -0.39, -0.07, -0.19, -0.01, -0.08, -0.37, -0.29, -0.52, -0.05, -0.04, -0.06, -0.56, -0.08, -0.06, -0.06, -0.34, -0.26, -0.07, -0.01, -0.51, -0.04, -0.05, -0.06, 0.08, 0.08, 0.09, 0.07, 0.07, 0.09, 0.07, 0.09, 0.07, 0.09, 0.09, 0.09, 0.07, 0.07, 0.08, 0.08, 0.08, 0.05, 0.07, 0.07, 0.08, 0.08, 0.08, 0.08, 0.09, 0.07, 0.07, 0.09, 0.07, 0.07, 0.09, 0.09, 0.08, 0.07, 0.06, 0.05, 0.09, 0.07, 0.08, 0.08, 0.01, -0.35, 0.11, -0.11, -0.08, 0.19, -0.51, 0.12, 0.07, -0.54, 0.05, -0.13, 0.08, 0.07, 0.07, 0.17, 0.07, -0.20, -0.46, -0.10, -0.15, -0.17, -0.16, -0.07, 0.08, 0.09, 0.06, 0.08, 0.08, 0.50, -0.70, -0.15, -0.13, -0.13, -0.11, -0.14, 0.09, 0.08, 0.08, 0.09, 0.09]}